The following is a quantum chemistry calculation of a cluster of 3 separate species, C19H43BN4O2 in total at a distorted geometry, from the Open Molecules 2025 dataset.

Atoms and positions in Å:
C 0.603562 2.255072 2.737968
C 1.558346 1.559629 2.170150
C 1.867629 0.123162 2.483583
C 0.875411 -0.768378 1.726918
C -0.506162 -0.719683 2.537091
C -0.987367 -2.205808 2.606137
B -2.586681 -2.121235 2.508244
N -3.267911 -1.493383 1.397198
O -3.374550 -2.639909 3.536481
C -0.128213 -2.775505 1.431700
O -0.404464 -3.474177 0.551197
N 1.180333 -2.166566 1.636697
H 0.033650 3.019200 2.234015
H 0.336312 2.046211 3.769472
H 2.168573 2.041448 1.412511
H 2.884215 -0.040515 2.116936
H 1.894632 -0.067368 3.555704
H 0.740421 -0.286528 0.760504
H -0.410427 -0.325437 3.542611
H -1.113018 -0.053259 1.937534
H -0.635083 -2.659730 3.528564
H -2.570277 -1.273943 0.689565
H -3.696922 -0.605612 1.637455
H -3.223464 -2.155910 4.360886
H 1.668487 -2.535864 2.441989
C 4.847857 5.278422 2.270631
C 4.713091 5.321221 0.755268
N 3.335870 5.275835 0.301787
C 3.205140 5.018229 -1.123139
C 3.754702 6.064757 -2.099140
C 2.455582 6.299574 0.838746
C 2.836384 7.767773 0.611687
H 4.322866 4.416252 2.685337
H 5.900634 5.196747 2.544806
H 4.457411 6.181556 2.742086
H 5.232103 4.446542 0.353096
H 5.249719 6.203600 0.374389
H 2.150693 4.839874 -1.352692
H 3.704818 4.066342 -1.332238
H 3.119851 6.948188 -2.147477
H 3.789025 5.641557 -3.105462
H 4.768480 6.374344 -1.843469
H 2.367311 6.139160 1.917076
H 1.446760 6.130422 0.453334
H 3.889685 7.959896 0.821033
H 2.254534 8.402787 1.283552
H 2.619062 8.096826 -0.403118
C -3.634948 -4.642923 -0.412181
C -4.040802 -5.419302 -1.655774
N -3.898251 -4.651456 -2.879039
C -4.548251 -5.262288 -4.025019
C -4.021739 -6.615810 -4.517075
C -2.578257 -4.094970 -3.121669
C -1.389053 -5.060977 -3.183389
H -4.176403 -3.698351 -0.346539
H -3.873502 -5.229501 0.477083
H -2.566412 -4.426219 -0.379967
H -5.093554 -5.695831 -1.546477
H -3.474343 -6.363260 -1.687656
H -4.532489 -4.553010 -4.857812
H -5.608065 -5.382288 -3.776261
H -3.072804 -6.515996 -5.042158
H -4.733488 -7.048714 -5.224117
H -3.899014 -7.330297 -3.702610
H -2.371096 -3.360260 -2.338306
H -2.609820 -3.510131 -4.045132
H -1.401665 -5.785376 -2.368205
H -0.457476 -4.497452 -3.096574
H -1.347178 -5.601406 -4.128327

Force components x, y, z for each atom (eV/Å):
C -0.870 0.402 0.990
C 0.753 -0.274 -0.422
C 1.567 0.241 -0.167
C -0.579 0.940 2.527
C 0.724 -0.393 -0.649
C -0.871 1.104 -1.587
B -0.314 -0.730 -0.041
N 1.354 0.118 0.078
O 0.007 1.029 0.220
C 0.845 1.703 3.905
O -0.869 -1.858 -2.345
N 0.762 -0.210 -1.631
H 0.668 0.874 0.173
H -0.790 -0.564 -0.242
H -0.566 -0.375 -0.863
H 0.052 -0.373 0.012
H -0.290 -0.192 0.136
H -0.101 -0.476 -0.335
H 0.216 0.287 -0.009
H -0.722 -0.064 0.328
H 0.037 -0.174 0.020
H -0.317 0.018 -0.232
H -0.597 -0.372 0.005
H 0.049 -0.602 0.014
H -0.103 0.004 0.081
C 0.005 0.053 0.026
C 0.079 0.057 0.156
N -0.196 -0.178 -0.170
C 0.066 -0.164 -0.154
C -0.080 -0.019 -0.105
C -0.033 0.135 0.300
C -0.120 0.080 0.004
H -0.051 0.024 -0.029
H -0.003 0.018 -0.014
H -0.002 -0.023 0.015
H -0.098 0.020 -0.149
H 0.065 -0.004 0.021
H -0.032 0.079 0.112
H 0.068 0.023 0.095
H 0.057 0.046 0.040
H -0.001 -0.012 0.017
H -0.012 0.011 0.031
H 0.084 -0.046 -0.018
H 0.072 -0.093 -0.130
H 0.008 -0.039 -0.016
H -0.001 -0.021 0.002
H 0.102 -0.001 -0.022
C 0.030 0.008 0.025
C 0.113 -0.007 0.182
N -0.137 0.072 -0.217
C -0.188 -0.058 -0.057
C -0.040 0.000 -0.142
C 0.213 0.160 0.164
C 0.112 0.052 -0.099
H 0.008 -0.001 -0.021
H 0.005 0.007 0.003
H -0.029 -0.023 -0.011
H -0.011 -0.003 -0.187
H -0.013 -0.036 0.040
H 0.116 0.052 0.053
H 0.035 -0.007 0.115
H 0.044 -0.035 0.067
H -0.005 0.014 0.013
H 0.026 0.026 0.018
H -0.059 -0.072 0.057
H -0.143 -0.094 -0.049
H -0.036 0.013 0.007
H -0.020 0.008 0.021
H -0.041 -0.085 0.044

Its structure (SMILES) is C=CC[C@@H]1C[C@@H](B(N)O)C(=O)N1.CCN(CC)CC.CCN(CC)CC. Its HOMO energy is -7.72 eV. The calculation puts the HOMO-LUMO gap at 8.0 eV. As for the total energy: -1144.07444 Eh.